--- w ---
{
  "formula": "C7H17NO",
  "method": "ωB97M-V/def2-TZVPD",
  "species": ["C", "C", "C", "C", "H", "H", "H", "H", "H", "H", "H", "H", "H", "H", "C", "C", "C", "O", "N", "H", "H", "H", "H", "H", "H", "H"],
  "coordinates": [[-0.18, -3.19, 0.36], [-0.25, -2.19, -0.71], [-1.60, -3.54, 0.96], [0.60, -4.38, -0.21], [0.51, -2.65, 1.21], [-0.83, -2.51, -1.60], [-2.31, -3.64, 0.10], [-1.82, -4.17, 1.82], [-1.83, -2.50, 1.56], [-0.03, -5.30, -0.16], [0.75, -4.48, -1.26], [1.53, -4.57, 0.18], [0.78, -1.81, -1.01], [-0.79, -1.23, -0.36], [-0.53, 3.30, 0.14], [-1.31, 2.17, 0.72], [0.90, 2.93, -0.20], [1.60, 2.44, 0.69], [1.30, 3.26, -1.56], [-1.15, 3.59, -0.78], [-0.45, 4.06, 0.79], [-1.53, 2.31, 1.77], [2.16, 2.90, -1.89], [0.69, 3.69, -2.10], [-0.92, 1.11, 0.61], [-2.30, 2.24, 0.20]],
  "nbo_charge": [-0.225, -0.604, -0.620, -0.628, 0.197, 0.201, 0.207, 0.229, 0.197, 0.205, 0.208, 0.214, 0.220, 0.198, -0.498, -0.603, 0.696, -0.603, -0.833, 0.190, 0.229, 0.216, 0.398, 0.378, 0.225, 0.205],
  "total_charge": 0,
  "homo_ev": -9.9,
  "smiles": "CCC(N)=O.CC(C)C",
  "lumo_ev": 0.87,
  "orbital_gap_ev": 10.8
}

--- x ---
{
  "formula": "C7H17NO",
  "method": "ωB97M-V/def2-TZVPD",
  "species": ["C", "C", "C", "C", "C", "C", "C", "N", "O", "H", "H", "H", "H", "H", "H", "H", "H", "H", "H", "H", "H", "H", "H", "H", "H", "H"],
  "coordinates": [[-1.24, -0.25, -0.01], [0.11, 0.47, -0.28], [1.56, -0.83, 1.21], [2.40, -0.07, -0.89], [-2.39, 0.55, -0.64], [-1.22, -1.65, -0.61], [0.27, 1.76, 0.56], [1.23, -0.45, -0.15], [-1.50, -0.41, 1.38], [-1.68, 0.45, 1.76], [0.09, 0.76, -1.34], [2.13, 0.14, -1.93], [2.18, -1.73, 1.17], [0.65, -1.05, 1.75], [2.12, -0.05, 1.75], [2.93, 0.81, -0.48], [3.10, -0.91, -0.89], [-0.45, -2.25, -0.13], [-2.27, 0.62, -1.71], [-2.45, 1.56, -0.23], [-3.34, 0.05, -0.43], [-1.01, -1.60, -1.67], [-2.19, -2.13, -0.46], [1.23, 2.22, 0.33], [0.25, 1.53, 1.62], [-0.51, 2.47, 0.32]],
  "nbo_charge": [0.253, -0.052, -0.433, -0.401, -0.633, -0.613, -0.651, -0.453, -0.731, 0.465, 0.198, 0.196, 0.197, 0.230, 0.161, 0.157, 0.200, 0.228, 0.212, 0.199, 0.219, 0.209, 0.209, 0.217, 0.206, 0.211],
  "total_charge": 0,
  "homo_ev": -8.2,
  "smiles": "C[C@@H](N(C)C)C(C)(C)O",
  "lumo_ev": 0.85,
  "orbital_gap_ev": 9.1
}

Which structure loses on stability? w does.

--- w ---
{
  "formula": "C11H16N4O3",
  "method": "ωB97M-V/def2-TZVPD",
  "species": ["C", "C", "C", "C", "C", "C", "C", "C", "C", "C", "C", "H", "H", "H", "H", "H", "H", "H", "H", "H", "H", "H", "H", "H", "H", "H", "H", "N", "N", "N", "N", "O", "O", "O"],
  "coordinates": [[-0.95, -1.12, 1.71], [0.49, -1.35, 0.91], [-1.36, -2.61, 2.01], [-2.23, -2.92, 0.72], [-3.09, -1.67, 0.75], [1.88, -0.13, -0.85], [2.92, 0.30, 0.23], [1.90, 1.03, -1.88], [0.95, 2.11, -1.70], [1.12, 3.36, -1.46], [-1.07, 3.00, -1.40], [-2.44, 0.32, 0.91], [-0.67, -0.38, 2.48], [-2.05, -2.65, 2.97], [-0.56, -3.30, 2.28], [-2.86, -3.77, 0.92], [-1.34, -2.95, -0.12], [-3.71, -1.43, -0.20], [-3.68, -1.76, 1.66], [-0.20, -0.24, -0.56], [2.39, -1.00, -1.27], [2.96, 1.62, -1.84], [1.70, 0.54, -2.88], [1.99, 4.07, -1.41], [-2.13, 3.30, -1.50], [-0.48, 4.99, -1.26], [4.61, -0.27, 0.82], [-2.02, -0.70, 0.84], [0.66, -0.67, -0.29], [-0.41, 1.84, -1.75], [-0.14, 3.95, -1.37], [1.24, -2.13, 1.34], [2.64, 1.08, 1.15], [3.95, -0.45, 0.04]],
  "nbo_charge": [-0.138, 0.700, -0.408, -0.419, -0.222, -0.127, 0.789, -0.402, 0.054, -0.082, 0.164, 0.380, 0.224, 0.187, 0.249, 0.216, 0.221, 0.204, 0.168, 0.433, 0.209, 0.226, 0.241, 0.219, 0.205, 0.425, 0.500, -0.668, -0.662, -0.491, -0.521, -0.610, -0.616, -0.649],
  "total_charge": 0,
  "homo_ev": -8.0,
  "smiles": "O=C(O)[C@H](Cc1c[nH]cn1)NC(=O)[C@@H]1CCCN1",
  "lumo_ev": 0.59,
  "orbital_gap_ev": 8.6
}

--- x ---
{
  "formula": "C11H16N4O3",
  "method": "ωB97M-V/def2-TZVPD",
  "species": ["C", "C", "C", "C", "C", "C", "C", "C", "C", "C", "C", "H", "H", "H", "H", "H", "H", "H", "H", "H", "H", "H", "H", "H", "H", "H", "H", "N", "N", "N", "N", "O", "O", "O"],
  "coordinates": [[-0.79, -0.38, -0.20], [0.52, -1.24, -0.32], [-2.01, -1.02, -0.68], [-3.27, -0.32, -0.18], [-4.61, -0.67, 0.10], [-4.32, 1.50, 0.41], [2.22, 0.66, 0.70], [2.48, 1.83, -0.38], [3.60, 0.20, 1.27], [4.24, -0.83, 0.31], [2.93, -1.49, -0.22], [-1.54, 1.44, -0.57], [-1.10, 0.96, -1.86], [-0.96, -0.08, 0.84], [-2.17, -1.98, -0.28], [-1.99, -1.08, -1.81], [-5.10, -1.55, 0.14], [-4.54, 2.54, 0.40], [-6.16, 0.38, 1.02], [1.41, 0.78, 1.52], [3.38, -0.36, 2.18], [4.24, 1.04, 1.69], [4.74, -0.31, -0.54], [4.81, -1.42, 0.98], [2.67, -2.31, 0.53], [3.08, -1.98, -1.17], [0.36, 1.56, -0.79], [-0.77, 0.97, -0.86], [-3.22, 1.08, -0.04], [-5.29, 0.45, 0.52], [1.83, -0.58, -0.18], [0.45, -2.28, -0.92], [3.54, 2.39, -0.61], [1.34, 2.12, -0.98]],
  "nbo_charge": [-0.138, 0.690, -0.428, 0.082, -0.061, 0.197, -0.147, 0.792, -0.416, -0.414, -0.218, 0.424, 0.380, 0.217, 0.241, 0.226, 0.208, 0.205, 0.427, 0.223, 0.189, 0.243, 0.226, 0.222, 0.174, 0.217, 0.465, -0.773, -0.514, -0.538, -0.457, -0.574, -0.617, -0.755],
  "total_charge": 0,
  "homo_ev": -8.7,
  "lumo_ev": 0.36,
  "orbital_gap_ev": 9.0
}

--- y ---
{
  "formula": "C11H16N4O3",
  "method": "ωB97M-V/def2-TZVPD",
  "species": ["C", "C", "C", "C", "C", "C", "C", "C", "C", "C", "C", "H", "H", "H", "H", "H", "H", "H", "H", "H", "H", "H", "H", "H", "H", "H", "H", "N", "N", "N", "N", "O", "O", "O"],
  "coordinates": [[0.62, -1.27, 1.32], [0.82, -0.86, -0.08], [-0.80, -1.76, 1.78], [-1.56, -2.17, 0.57], [-2.26, -1.29, -0.21], [-2.63, -3.30, -0.85], [1.48, 1.82, 0.15], [0.31, 2.54, 0.79], [1.93, 2.61, -1.06], [0.82, 2.31, -2.03], [0.60, 0.77, -1.80], [2.12, -0.19, 2.34], [0.96, -0.65, 3.40], [1.33, -2.17, 1.32], [-0.77, -2.57, 2.47], [-1.30, -0.91, 2.19], [-2.27, -0.22, -0.23], [-2.91, -4.08, -1.54], [-3.62, -1.73, -1.82], [2.32, 1.50, 0.80], [2.87, 2.11, -1.41], [2.11, 3.67, -0.82], [-0.16, 2.82, -1.80], [0.92, 2.66, -3.11], [1.38, 0.20, -2.37], [-0.35, 0.50, -2.27], [0.20, 0.98, 1.98], [1.10, -0.36, 2.40], [-1.69, -3.41, 0.06], [-2.90, -1.98, -1.15], [0.86, 0.54, -0.39], [0.71, -1.62, -1.00], [-0.22, 3.51, 0.41], [-0.02, 2.00, 1.96]],
  "nbo_charge": [-0.125, 0.675, -0.420, 0.097, -0.107, 0.146, -0.139, 0.781, -0.421, -0.430, -0.219, 0.376, 0.401, 0.213, 0.237, 0.222, 0.215, 0.190, 0.424, 0.225, 0.205, 0.244, 0.231, 0.227, 0.195, 0.212, 0.502, -0.861, -0.436, -0.513, -0.486, -0.563, -0.567, -0.730],
  "total_charge": 0,
  "homo_ev": -8.5,
  "smiles": "N[C@@H](Cc1c[nH]cn1)C(=O)N1CCC[C@H]1C(=O)O",
  "lumo_ev": 0.48,
  "orbital_gap_ev": 8.9
}

Which structure loses on stability? w does.